No. 1
42
Properties=species:S:1:pos:R:3:nbo_charge:R:1 method="wB97M-V/def2-TZVPD" lumo_ev=2.8 de_lowest_kcal_mol=172.1 total_charge=-1
H -0.70 -1.97 -0.17 0.244
H 2.46 0.52 -0.98 0.427
H 1.37 -2.38 0.55 0.267
H -3.62 0.87 2.19 0.208
C 0.96 1.87 -0.57 0.704
H 1.33 -1.23 1.84 0.167
H -2.05 1.42 2.69 0.206
H 3.52 -2.09 0.71 0.393
C 0.78 -0.46 -0.13 0.140
O 1.76 -2.20 -1.99 -0.492
H -0.99 -0.09 1.24 0.214
O 0.21 -4.45 0.67 -0.589
C -2.97 1.73 2.20 -0.610
C -1.30 3.93 -0.43 -0.609
O 2.37 -4.53 0.81 -0.569
H -0.35 4.45 -0.40 0.238
C -0.45 1.60 -0.04 -0.325
H -0.09 -3.15 -2.13 0.196
H -2.84 1.38 0.11 0.194
O 1.25 -6.34 0.45 -0.534
H -3.46 2.97 0.47 0.197
N 1.28 -5.12 0.65 0.713
C -0.26 -1.30 -0.90 -0.459
H 3.42 -0.53 1.27 0.341
N 3.06 -1.20 0.61 -0.858
H -2.10 4.63 -0.19 0.192
H 0.47 0.82 1.66 0.198
H 1.15 -2.17 -3.97 0.180
H -0.99 1.34 -0.95 0.210
C -0.11 0.40 0.84 -0.379
C 0.40 -2.21 -1.93 0.101
H 1.54 -0.60 -3.03 0.218
C -2.71 2.23 0.77 -0.394
N 1.46 0.62 -0.81 -0.648
H -3.41 2.52 2.80 0.199
C 1.62 -1.36 0.80 -0.243
C 1.01 -1.53 -3.11 -0.197
C -1.27 2.76 0.54 -0.195
H -0.87 3.05 1.51 0.193
H -1.43 3.58 -1.45 0.199
H -0.98 -0.72 -1.46 0.204
O 1.54 2.95 -0.76 -0.642

***

No. 2
39
Properties=species:S:1:pos:R:3:nbo_charge:R:1 method="wB97M-V/def2-TZVPD" lumo_ev="-14.5 / -14.5" total_charge=+3
H 0.90 -2.56 1.77 0.328
H -2.66 -1.02 -3.15 0.296
C 0.01 -0.69 4.32 -0.252
C -2.08 0.63 -1.90 -0.253
C -0.05 -1.05 2.96 0.588
H 2.52 -1.46 -2.65 0.268
H -2.94 0.43 -1.25 0.240
C -0.10 2.55 2.56 -0.726
N -0.94 1.09 -1.06 -0.532
C 1.54 1.21 -1.42 -0.244
H 0.12 2.75 -1.89 0.264
H 1.20 -0.46 -3.25 0.224
C 1.52 -1.07 -2.40 -0.267
C -1.74 -0.62 -2.70 -0.543
H -1.29 1.84 -0.45 0.417
H 2.28 1.52 -2.17 0.259
N 1.58 -0.24 -1.18 -0.541
H -0.01 1.34 -2.93 0.229
S -1.07 -1.94 -1.60 0.413
C -0.02 0.70 4.35 -0.059
H -1.03 -0.45 -3.50 0.247
H 0.08 -1.37 5.15 0.306
N -0.11 0.07 2.17 -0.687
H -2.38 1.43 -2.59 0.260
C -0.04 -2.39 2.33 -0.790
H 0.49 -2.79 -3.22 0.287
H 0.68 2.73 1.82 0.298
H -0.92 -2.56 1.68 0.307
Os -0.38 -0.55 0.25 0.790
C 0.15 1.66 -1.90 -0.263
H -1.06 2.81 2.10 0.313
H 1.79 1.71 -0.48 0.219
H 0.02 1.33 5.23 0.300
C -0.09 1.16 3.01 0.513
C 0.61 -2.29 -2.26 -0.528
H 2.43 -0.45 -0.66 0.427
H -0.08 -3.17 3.10 0.337
H 1.02 -3.03 -1.56 0.255
H 0.04 3.22 3.40 0.299